# 1
Molecular formula: CH2N4OS
Method: DFT, ωB97M-V/def2-TZVPD

Summary:
HOMO level   -8.9 eV
E_tot   -731.62548 Eh
SMILES   On1[nH]nnc1=S
Maximum force   0.9 eV/Å
Gap between HOMO and LUMO   8.442 eV

```
9
Properties=species:S:1:pos:R:3:forces:R:3:lowdin_charge:R:1
C 0.758 -0.670 0.083 0.595 0.458 0.067 -0.85
H 1.318 1.556 -0.324 0.324 -0.173 -0.043 0.06
H -2.098 0.545 0.315 0.608 -0.337 -0.303 0.18
N -0.030 0.427 0.206 0.203 -0.121 0.053 -0.18
N -1.297 0.048 -0.101 -0.738 0.344 0.273 0.05
N -1.315 -1.281 -0.078 -0.144 -0.007 -0.014 0.03
N -0.126 -1.731 -0.013 -0.163 -0.356 -0.055 0.05
O 0.380 1.689 -0.066 -0.354 0.174 0.028 0.05
S 2.407 -0.584 -0.021 -0.331 0.019 -0.006 0.63
```
Positions in Å, forces in eV/Å.


# 2
Molecular formula: CH2N4S
Method: DFT, ωB97M-V/def2-TZVPD

Summary:
HOMO level (alpha / beta)   -8.7 / -8.5 eV
E_tot   -656.31129 Eh
SMILES   C=N/N=N\N=S
Maximum force   2.7 eV/Å
Gap between HOMO and LUMO (alpha / beta)   6.807 / 6.827 eV

```
8
Properties=species:S:1:pos:R:3:forces:R:3:lowdin_charge:R:1
C -0.067 -0.076 -0.302 0.308 1.008 -0.348 -0.09
N 0.235 -0.564 -1.430 -2.555 -0.080 0.838 -0.06
N 1.379 -0.914 -1.901 1.560 0.169 -1.252 -0.02
N 2.211 -1.449 -1.074 1.028 -0.599 -1.258 -0.08
N 2.082 -1.664 0.117 0.164 0.691 1.429 -0.56
S 1.133 -2.369 1.126 -0.358 -1.128 0.503 0.67
H 0.659 0.340 0.391 0.074 0.020 0.001 0.06
H -1.114 0.071 -0.092 -0.220 -0.080 0.088 0.08
```
Positions in Å, forces in eV/Å.